Entry from the Open Molecules 2025 dataset: a structure of composition AgI (ωB97M-V/def2-TZVPD).

Last column: Mulliken charge in e.
Atoms and positions in Å:
Ag  -1.093  -0.680  -0.167  0.58
I  1.093  0.680  0.167  0.42

Computed properties:
Maximum force in Eh/bohr: 0.0116
Multiplicity: 2
Expectation value of S²: 0.753
Net charge: +1
E_HOMO (alpha / beta) in eV: -15.9 / -15.6
Relative energy (zero: lowest compared OMol25 entry of this formula, charge and spin) in kcal/mol: 0.67
Lowest unoccupied orbital energy (alpha / beta) in eV: -6.20 / -8.88